A 9-piece molecular cluster, C17H52N10O9 overall at a distorted geometry. Source: the Open Molecules 2025 dataset; level of theory: ωB97M-V/def2-TZVPD.

Bonds (Å) are listed after each position.
Positions of all 88 atoms, in Å:
1 N -7.070 -14.287 0.735  C2 1.316, H5 1.010, H6 1.010
2 C -7.557 -14.072 -0.468  N1 1.316, N3 1.332, O4 1.264
3 N -8.850 -13.754 -0.417  C2 1.332, H7 1.010, H8 1.010
4 O -6.956 -14.052 -1.581  C2 1.264
5 H -7.753 -14.184 1.472  N1 1.010
6 H -6.122 -14.492 1.016  N1 1.010
7 H -9.370 -13.422 -1.216  N3 1.010
8 H -9.289 -13.787 0.492  N3 1.010
9 N -6.616 -18.060 5.091  C10 1.321, H13 1.010, H14 1.010
10 C -6.826 -17.082 4.227  N9 1.321, N11 1.290, O12 1.220
11 N -8.063 -16.734 4.113  C10 1.290, H15 1.010, H16 1.010
12 O -5.951 -16.620 3.514  C10 1.220
13 H -7.428 -18.199 5.675  N9 1.010
14 H -5.759 -18.594 5.119  N9 1.010
15 H -8.274 -16.032 3.418  N11 1.010
16 H -8.716 -17.470 4.341  N11 1.010
17 N -9.983 -15.974 7.366  C18 1.330, H21 1.010, H22 1.010
18 C -11.189 -15.807 7.902  N17 1.330, N19 1.290, O20 1.210
19 N -11.707 -14.633 7.765  C18 1.290, H23 1.010, H24 1.010
20 O -11.726 -16.790 8.360  C18 1.210
21 H -9.492 -16.855 7.307  N17 1.010
22 H -9.450 -15.131 7.211  N17 1.010
23 H -12.599 -14.475 8.212  N19 1.010
24 H -11.170 -13.883 7.353  N19 1.010
25 N -10.065 -16.671 0.358  C26 1.325, H29 1.010, H30 1.010
26 C -10.524 -17.860 0.722  N25 1.325, N27 1.267, O28 1.238
27 N -11.566 -18.223 0.100  C26 1.267, H31 1.010, H32 1.010
28 O -10.007 -18.580 1.586  C26 1.238
29 H -10.472 -16.055 -0.331  N25 1.010
30 H -9.084 -16.637 0.595  N25 1.010
31 H -11.989 -19.136 0.011  N27 1.010
32 H -11.944 -17.435 -0.406  N27 1.010
33 N -11.107 -19.040 6.077  C34 1.302, H37 1.010, H38 1.010
34 C -9.807 -19.114 6.080  N33 1.302, N35 1.316, O36 1.219
35 N -9.374 -19.867 5.092  C34 1.316, H39 1.010, H40 1.010
36 O -9.126 -18.563 6.927  C34 1.219
37 H -11.665 -19.671 5.521  N33 1.010
38 H -11.532 -18.514 6.828  N33 1.010
39 H -8.413 -20.172 5.152  N35 1.010
40 H -10.049 -20.289 4.470  N35 1.010
41 C -4.022 -14.121 4.821  C42 1.583, H45 1.090, H46 1.090, H47 1.090
42 C -3.553 -14.292 3.320  C41 1.583, C43 1.539, O44 1.383, H48 1.090
43 C -2.564 -15.447 3.085  C42 1.539, H49 1.090, H50 1.090, H51 1.090
44 O -4.667 -14.539 2.539  C42 1.383, H52 0.960
45 H -3.145 -13.688 5.302  C41 1.090
46 H -4.271 -15.053 5.329  C41 1.090
47 H -4.858 -13.436 4.966  C41 1.090
48 H -3.225 -13.294 3.032  C42 1.090
49 H -1.545 -15.226 3.401  C43 1.090
50 H -2.492 -15.692 2.025  C43 1.090
51 H -2.892 -16.395 3.513  C43 1.090
52 H -4.969 -15.342 2.970  O44 0.960
53 C -11.033 -14.822 4.327  C54 1.503, H57 1.090, H58 1.090, H59 1.090
54 C -10.641 -14.605 2.892  C53 1.503, C55 1.537, O56 1.411, H60 1.090
55 C -11.751 -14.049 1.987  C54 1.537, H61 1.090, H62 1.090, H63 1.090
56 O -9.457 -13.838 2.906  C54 1.411, H64 0.960
57 H -11.341 -13.850 4.712  C53 1.090
58 H -10.170 -15.167 4.896  C53 1.090
59 H -11.773 -15.620 4.392  C53 1.090
60 H -10.248 -15.548 2.512  C54 1.090
61 H -12.208 -13.120 2.327  C55 1.090
62 H -12.568 -14.769 1.940  C55 1.090
63 H -11.390 -13.993 0.961  C55 1.090
64 H -9.690 -12.943 3.166  O56 0.960
65 C -4.967 -20.295 0.854  C66 1.563, H69 1.090, H70 1.090, H71 1.090
66 C -6.193 -19.429 1.290  C65 1.563, C67 1.527, O68 1.421, H72 1.090
67 C -6.644 -18.295 0.373  C66 1.527, H73 1.090, H74 1.090, H75 1.090
68 O -7.268 -20.329 1.523  C66 1.421, H76 0.960
69 H -4.760 -20.917 1.725  C65 1.090
70 H -4.127 -19.637 0.635  C65 1.090
71 H -5.274 -20.912 0.009  C65 1.090
72 H -5.922 -19.072 2.283  C66 1.090
73 H -7.011 -18.661 -0.585  C67 1.090
74 H -5.817 -17.587 0.334  C67 1.090
75 H -7.436 -17.689 0.814  C67 1.090
76 H -7.966 -19.791 1.904  O68 0.960
77 C -3.680 -21.802 6.422  C78 1.536, H81 1.090, H82 1.090, H83 1.090
78 C -4.340 -20.417 6.483  C77 1.536, C79 1.567, O80 1.439, H84 1.090
79 C -3.380 -19.237 6.861  C78 1.567, H85 1.090, H86 1.090, H87 1.090
80 O -4.754 -20.228 5.118  C78 1.439, H88 0.960
81 H -3.497 -22.112 7.451  C77 1.090
82 H -2.742 -21.635 5.892  C77 1.090
83 H -4.236 -22.596 5.923  C77 1.090
84 H -5.311 -20.325 6.969  C78 1.090
85 H -3.765 -18.258 6.575  C79 1.090
86 H -2.482 -19.406 6.268  C79 1.090
87 H -3.209 -19.144 7.934  C79 1.090
88 H -5.407 -20.912 4.947  O80 0.960

Values from the calculation:
* E: -1903.7693 hartree
* relative energy (zero: lowest compared OMol25 entry of this formula, charge and spin): 50.7 kcal per mole
* SMILES: NC(N)=O.NC(N)=O.NC(N)=O.NC(N)=O.NC(N)=O.CC(C)O.CC(C)O.CC(C)O.CC(C)O
* highest occupied orbital energy: -9.110 eV
* LUMO level: 0.0041 Eh

These are the Mulliken partial charges, in e, on atoms 1 to 5:
1. N 0.0656
2. C 0.7174
3. N -0.2692
4. O -0.7505
5. H 0.0107